# 1
Formula: C13H18OSe
Source: the Open Molecules 2025 dataset
Level of theory: ωB97M-V with the def2-TZVPD basis set

E_HOMO: -7.79 eV
ΔE to the lowest compared entry with this formula, charge and spin: 1.2911 eV
structure (SMILES): C/C=C/[Se]c1ccccc1.CC(C)=CO
gap between HOMO and LUMO: 8.546 eV

Structure (ORCA input):
```
! RIJCOSX wB97M-V def2-TZVPD def2/J DEFGRID3
* xyz 0 1
C -1.06794 5.19819 0.28201
C -2.09331 4.25086 0.26601
C 0.20046 4.72217 -0.12770
C -1.84822 2.94235 -0.23301
C 0.42212 3.41519 -0.43518
C -0.61728 2.49425 -0.51954
C -3.06202 -2.29846 0.18832
C -2.16588 -1.37419 -0.64676
C 2.82162 -0.15179 0.11105
C 2.43264 -2.25297 -1.24441
C -1.67806 -0.23371 -0.17850
C 2.13669 -1.47745 -0.04679
C 1.11283 -1.88066 0.71010
O 0.51248 -1.27911 1.87459
Se -0.26340 0.68075 -1.10875
H -1.25802 6.13819 0.61322
H -3.09477 4.52985 0.33301
H 0.97822 5.35032 -0.16736
H -2.73129 2.17830 -0.24396
H 1.40202 3.07394 -0.84245
H -4.04736 -1.73531 0.23387
H -2.51508 -2.41276 1.17996
H -1.88211 -1.85554 -1.49226
H 2.22614 0.50101 0.71467
H 3.92937 -0.18810 0.39272
H 2.87470 0.42591 -0.87831
H 1.57717 -2.99227 -1.29832
H 2.51800 -1.43812 -2.08634
H 3.43194 -2.71360 -1.07016
H -1.97615 0.07082 0.86704
H -3.08729 -3.26437 -0.39431
H 0.59008 -2.74465 0.47073
H 1.18953 -0.66045 2.25487
*
```

Which charges does Mulliken predict for the atoms? In e, they are:
1 C -0.65
2 C -0.58
3 C -0.52
4 C -0.08
5 C -0.44
6 C 0.32
7 C -1.05
8 C -0.11
9 C -1.35
10 C -1.07
11 C -0.55
12 C 1.00
13 C -0.59
14 O -0.51
15 Se 0.04
16 H 0.50
17 H 0.38
18 H 0.51
19 H 0.25
20 H 0.23
21 H 0.30
22 H 0.29
23 H 0.49
24 H 0.39
25 H 0.33
26 H 0.25
27 H 0.31
28 H 0.23
29 H 0.30
30 H 0.35
31 H 0.30
32 H 0.41
33 H 0.33

---

# 2
Formula: C13H18OSi
Source: the Open Molecules 2025 dataset
Level of theory: ωB97M-V with the def2-TZVPD basis set

E_HOMO: -9.17 eV
ΔE to the lowest compared entry with this formula, charge and spin: 5.2051 eV
structure (SMILES): C[Si](C)(C)C#C[C@]1(C=O)[C@@]2(CC2)[C@]12CC2
gap between HOMO and LUMO: 9.996 eV

Structure (ORCA input):
```
! RIJCOSX wB97M-V def2-TZVPD def2/J DEFGRID3
* xyz 0 1
C -0.32297 0.49826 0.23895
C 0.87840 0.37631 0.24105
C -2.08870 2.28603 -0.17293
C -2.40022 -1.30862 -1.59123
C -3.42995 -0.22543 -1.82471
C -3.81573 0.07298 1.87240
C -2.75835 -0.99604 2.03457
C -1.72587 0.73771 0.15495
C -2.61747 -0.24404 -0.58645
C -2.76026 -0.10751 0.85049
C 3.53000 -0.17466 1.74014
C 3.16010 -0.97948 -1.26385
C 3.29558 2.05508 -0.46916
O -1.28838 3.14929 -0.35031
Si 2.72883 0.31410 0.07340
H -3.18064 2.42596 -0.22919
H -2.75088 -2.30358 -1.35974
H -1.49052 -1.28706 -2.17254
H -3.21634 0.52500 -2.57197
H -4.47551 -0.49025 -1.75968
H -4.82131 -0.23661 1.62938
H -3.76978 0.93612 2.52020
H -1.99393 -0.85229 2.78339
H -3.04209 -2.02989 1.89422
H 3.97498 -1.16458 1.69360
H 4.31356 0.52502 2.01857
H 2.80040 -0.18162 2.54375
H 2.68645 -0.73765 -2.21053
H 4.23189 -1.02865 -1.43542
H 2.82728 -1.97282 -0.97533
H 4.25036 2.32770 -0.02641
H 3.40218 2.12029 -1.54810
H 2.56892 2.80502 -0.16968
*
```

Which charges does Mulliken predict for the atoms? In e, they are:
1 C -0.17
2 C -0.85
3 C -0.25
4 C -0.53
5 C -0.74
6 C -0.56
7 C -0.66
8 C 1.62
9 C 0.14
10 C 0.29
11 C -1.12
12 C -1.05
13 C -1.09
14 O -0.46
15 Si 0.22
16 H 0.40
17 H 0.25
18 H 0.21
19 H 0.25
20 H 0.24
21 H 0.23
22 H 0.25
23 H 0.22
24 H 0.25
25 H 0.31
26 H 0.33
27 H 0.34
28 H 0.31
29 H 0.32
30 H 0.31
31 H 0.33
32 H 0.30
33 H 0.33

---

# 3
Formula: C13H19BO
Source: the Open Molecules 2025 dataset
Level of theory: ωB97M-V with the def2-TZVPD basis set

E_HOMO: -8.50 eV
ΔE to the lowest compared entry with this formula, charge and spin: 2.7941 eV
structure (SMILES): CC1=C[C@@H](B2C(C)(C)C2(C)C)C(=O)C=C1
gap between HOMO and LUMO: 8.646 eV

Structure (ORCA input):
```
! RIJCOSX wB97M-V def2-TZVPD def2/J DEFGRID3
* xyz 0 1
B -0.03433 -0.63999 0.66393
C 2.66488 0.09454 -0.83286
C 2.12479 -0.18414 1.40271
C 2.30356 -1.16718 -1.13636
C 1.33562 -1.37692 1.12980
C 2.67088 0.58979 0.49911
C 1.71991 -2.07604 -0.13415
C -1.51919 -0.79304 0.62735
C -0.81569 0.09846 -0.44091
C 3.55847 1.73952 0.67928
C -2.20564 -2.11135 0.26240
C -2.33743 -0.10791 1.78926
C -0.84558 -0.43707 -1.94351
C -0.88800 1.65154 -0.40673
O 1.52946 -3.25267 -0.33967
H 3.26149 0.67095 -1.56800
H 2.18434 0.05476 2.49244
H 2.35743 -1.68336 -2.15432
H 1.10131 -1.98407 1.97726
H 3.41164 2.22583 1.65999
H 4.61630 1.45483 0.85536
H 3.50670 2.41793 -0.23681
H -1.59859 -2.65367 -0.43220
H -3.12668 -1.87090 -0.23874
H -2.20443 -2.57806 1.14698
H -2.82179 -0.92712 2.30888
H -3.12517 0.59246 1.50532
H -1.80604 0.41176 2.51896
H -0.05195 -1.11156 -1.87467
H -0.66466 0.18061 -2.81088
H -1.77253 -0.90084 -2.34050
H -0.11244 2.03870 -1.07821
H -0.82210 1.94840 0.60567
H -1.86313 1.88695 -0.83365
*
```

Which charges does Mulliken predict for the atoms? In e, they are:
1 B -0.28
2 C -0.35
3 C -0.99
4 C -0.71
5 C 0.38
6 C 1.20
7 C 0.32
8 C 1.47
9 C 0.95
10 C -1.53
11 C -2.12
12 C -1.72
13 C -1.55
14 C -2.05
15 O -0.64
16 H 0.34
17 H 0.29
18 H 0.24
19 H 0.74
20 H 0.37
21 H 0.31
22 H 0.37
23 H 0.39
24 H 0.34
25 H 0.72
26 H 0.47
27 H 0.29
28 H 0.42
29 H 0.42
30 H 0.38
31 H 0.29
32 H 0.42
33 H 0.36
34 H 0.46

---

# 4
Formula: C13H19BrCl2CrN5O4
Source: the Open Molecules 2025 dataset
Level of theory: ωB97M-V with the def2-TZVPD basis set

E_HOMO (alpha / beta): -8.92 / -8.99 eV
ΔE to the lowest compared entry with this formula, charge and spin: 0.0000 eV
<S²>: 3.782
gap between HOMO and LUMO (alpha / beta): 8.896 / 8.938 eV

Structure (ORCA input):
```
! RIJCOSX wB97M-V def2-TZVPD def2/J DEFGRID3
* xyz 0 4
Cr -0.61220 -0.60067 0.78776
C -0.42433 -1.47578 -1.99787
C 0.64413 -2.30741 -1.31472
N 0.35277 -2.37328 0.13874
C 1.54632 -2.64170 0.94451
C 2.29172 -1.36366 1.21270
C 3.57839 -1.40795 1.70419
C 4.21813 -0.21686 1.99722
C 3.56078 0.96756 1.74174
C 2.27578 0.93883 1.22161
C 1.59998 2.25599 0.90119
N 0.33966 2.11925 0.23188
C 0.32827 2.15368 -1.21928
C 0.51764 0.77068 -1.81213
N -0.50129 -0.17390 -1.31121
N 1.63430 -0.21079 0.98614
H -1.38600 -1.97060 -1.90535
H -0.20738 -1.35746 -3.06143
H 1.62367 -1.84066 -1.42896
H 0.70032 -3.30860 -1.74323
H -0.35573 -3.08578 0.30130
H 2.20617 -3.35824 0.44862
H 1.22994 -3.06008 1.89746
H 4.06081 -2.36443 1.86256
H 5.22064 -0.21538 2.40685
H 4.03308 1.92417 1.92821
H 2.31631 2.85538 0.32205
H 1.45004 2.78098 1.84648
H -0.35963 2.72790 0.62686
H 1.10441 2.81493 -1.62800
H -0.63926 2.54112 -1.53597
H 1.51010 0.38834 -1.56945
H 0.44750 0.83338 -2.90163
H -1.43179 0.25674 -1.41134
Cl -2.85654 3.99329 1.15172
C -3.63124 2.36915 1.25215
Cl -5.26119 2.39898 0.60076
C -2.70468 1.39270 0.51445
O -1.83462 0.90017 1.31036
O -2.81941 1.23857 -0.69451
H -3.68296 2.12108 2.30274
O -3.46777 -3.23562 0.07568
N -2.35601 -2.81857 0.21152
O -2.28716 -1.52673 0.55280
Br -0.48427 -1.22244 3.13472
*
```

Which charges does Mulliken predict for the atoms? In e, they are:
1 Cr 0.02
2 C -0.97
3 C -0.76
4 N 0.04
5 C -1.60
6 C 0.76
7 C -1.03
8 C -0.49
9 C -0.96
10 C 0.60
11 C -1.34
12 N 0.27
13 C -1.13
14 C -0.82
15 N 0.13
16 N 0.94
17 H 0.35
18 H 0.49
19 H 0.42
20 H 0.44
21 H 0.54
22 H 0.51
23 H 0.45
24 H 0.50
25 H 0.42
26 H 0.49
27 H 0.49
28 H 0.44
29 H 0.08
30 H 0.41
31 H 0.44
32 H 0.33
33 H 0.53
34 H 0.51
35 Cl -0.21
36 C 0.19
37 Cl -0.17
38 C 0.82
39 O -0.65
40 O -0.77
41 H 0.26
42 O -0.50
43 N -0.08
44 O 0.09
45 Br -0.46

---

# 5
Formula: C13H19BrRuSi
Source: the Open Molecules 2025 dataset
Level of theory: ωB97M-V with the def2-TZVPD basis set

E_HOMO (alpha / beta): -7.06 / -7.71 eV
ΔE to the lowest compared entry with this formula, charge and spin: 0.3670 eV
<S²>: 6.041
gap between HOMO and LUMO (alpha / beta): 7.280 / 6.093 eV

Structure (ORCA input):
```
! RIJCOSX wB97M-V def2-TZVPD def2/J DEFGRID3
* xyz 0 5
C -1.17310 -1.20659 -2.50257
C -1.36483 -2.23719 -1.54200
C -2.34282 -1.76341 -0.61870
H -1.00271 -3.23442 -1.65448
C -2.41124 -0.28194 -0.77637
C -1.72774 -0.02276 -2.02919
H -1.69562 0.92174 -2.48735
H -0.69747 -1.31496 -3.47229
H -2.81797 -2.37060 0.14697
H -3.10299 0.37497 -0.35762
Ru -0.85986 -0.97177 0.64307
Br 0.97599 -2.29972 1.20033
C 2.42249 0.59482 -0.86599
C 1.57956 1.34001 -1.72118
C 1.73059 0.81865 -3.04595
H 0.87164 2.10111 -1.42798
C 2.57895 -0.34576 -2.94092
C 3.09370 -0.42099 -1.60132
H 3.71715 -1.21748 -1.21621
H 2.46998 0.68839 0.22496
H 1.15668 1.11130 -3.92944
H 2.97645 -0.90600 -3.80192
C -1.98837 -0.09153 2.58533
Si -0.28963 0.55938 2.23682
C -0.11879 2.30985 1.58302
C 1.09421 0.16146 3.47777
H -2.80463 0.35345 2.02709
H -1.99887 0.31276 3.60517
H -2.08350 -1.17412 2.67987
H -0.40660 2.95365 2.43222
H 0.92662 2.50330 1.28537
H -0.79767 2.45908 0.73198
H 1.04879 0.91620 4.26350
H 0.95713 -0.84298 3.90050
H 2.08449 0.22213 2.96751
*
```

Which charges does Mulliken predict for the atoms? In e, they are:
1 C -0.33
2 C -0.58
3 C -1.02
4 H 0.52
5 C -0.88
6 C -0.41
7 H 0.58
8 H 0.50
9 H 0.66
10 H 0.71
11 Ru 0.45
12 Br -0.53
13 C 0.21
14 C -0.20
15 C -0.81
16 H 0.42
17 C -0.28
18 C -0.98
19 H 0.40
20 H 0.39
21 H 0.43
22 H 0.41
23 C -1.31
24 Si 0.48
25 C -1.00
26 C -1.08
27 H 0.36
28 H 0.44
29 H 0.46
30 H 0.43
31 H 0.27
32 H 0.27
33 H 0.40
34 H 0.32
35 H 0.33

---

# 6
Formula: C13H19Cl2O5Pt
Source: the Open Molecules 2025 dataset
Level of theory: ωB97M-V with the def2-TZVPD basis set

E_HOMO: -5.04 eV
ΔE to the lowest compared entry with this formula, charge and spin: 0.2498 eV
gap between HOMO and LUMO: 7.471 eV

Structure (ORCA input):
```
! RIJCOSX wB97M-V def2-TZVPD def2/J DEFGRID3
* xyz -1 1
Pt -0.56677 -1.49767 -0.14383
O 2.67607 -1.74100 2.36984
C 1.60529 -1.38559 1.89880
O 1.01814 -2.07009 0.96799
C 1.02588 -0.06090 2.42485
C 1.20911 1.10679 1.43155
C 1.20166 2.43700 2.20593
C -0.30988 2.59477 2.51041
C -0.86711 1.30249 1.89268
O -0.03564 1.16357 0.73531
C -0.48399 0.10712 2.78896
C -1.44126 -1.10704 2.68187
O -1.75077 -1.67135 3.72510
O -1.91458 -1.38696 1.51804
H 1.63145 0.12706 3.31037
H 2.02621 0.98218 0.72383
H 1.56569 3.24839 1.57509
H 1.81993 2.39438 3.10200
H -0.72310 3.46758 2.00343
H -0.52922 2.67738 3.57464
H -1.91166 1.32652 1.59147
H -0.54244 0.39997 3.83744
C 0.08508 0.70547 -2.65619
C 1.18325 -0.28144 -2.28526
C 2.11244 -0.50043 -3.47993
C 0.62710 -1.61692 -1.78045
H 0.49887 1.68513 -2.91448
H -0.60742 0.84742 -1.82665
H -0.47679 0.33676 -3.51812
H 1.77454 0.16977 -1.47857
H 1.55585 -0.93615 -4.31539
H 2.92200 -1.18731 -3.22661
H 2.55594 0.43770 -3.82548
H 1.46078 -2.28798 -1.54990
H 0.06286 -2.07433 -2.61236
Cl -2.62267 -2.36778 -1.20879
C -3.83008 -1.58881 -2.26895
Cl -3.20448 -0.16958 -3.10865
H -4.66563 -1.27240 -1.65448
H -4.13464 -2.31374 -3.01553
*
```

Which charges does Mulliken predict for the atoms? In e, they are:
1 Pt 0.70
2 O -0.75
3 C 0.10
4 O -0.82
5 C -0.07
6 C 0.14
7 C -0.99
8 C -0.97
9 C 0.02
10 O -0.40
11 C -0.16
12 C 0.11
13 O -0.74
14 O -0.65
15 H 0.56
16 H 0.47
17 H 0.32
18 H 0.40
19 H 0.33
20 H 0.40
21 H 0.52
22 H 0.47
23 C -1.20
24 C 1.63
25 C -1.71
26 C -1.10
27 H 0.34
28 H 0.20
29 H 0.31
30 H -0.48
31 H 0.35
32 H 0.41
33 H 0.41
34 H 0.40
35 H 0.38
36 Cl -0.03
37 C -0.36
38 Cl -0.14
39 H 0.30
40 H 0.31